(1)
Formula: C2H11NO2
Source: the Open Molecules 2025 dataset
Level of theory: ωB97M-V with the def2-TZVPD basis set

Summary:
- calculated total energy (eV) = -7836.2451
- Kohn-Sham gap (alpha / beta) (eV) = 2.8667 / 9.4772
- energy relative to the best compared isomer or geometry (same formula, charge and spin) (kJ/mol) = 0.0
- 2S+1 = 2
- highest occupied orbital energy (alpha / beta) (eV) = 1.02 / -5.77
- LUMO energy (alpha / beta) (eV) = 3.9 / 3.7
- net charge = -1

```
16
Properties=species:S:1:pos:R:3:forces:R:3
C 2.8125 0.4218 -0.5512 -0.3 -0.1 -0.8
C 1.9060 -0.4218 0.3426 -0.4 1.4 0.2
N 0.9176 0.4382 1.0424 0.2 0.0 0.2
H 3.3813 -0.1892 -1.2612 0.3 0.0 0.3
H 2.1650 1.0273 -1.1942 0.0 0.0 0.1
H 3.4497 1.1376 -0.0334 0.2 -0.2 0.2
H 1.2962 -1.0563 -0.2958 0.1 -0.3 0.0
H 2.4750 -1.0240 1.0482 -0.1 -0.1 0.1
H 1.2466 1.0019 1.8268 0.5 -0.6 0.0
H 0.6457 1.1653 0.3918 -0.6 -0.1 -0.3
H -1.6754 -2.0198 -0.1398 0.0 0.0 0.0
H -1.7094 -0.5788 -0.6136 0.1 -0.4 -0.2
O -1.3587 -1.4639 -0.8601 -0.1 0.4 0.1
H -3.0124 1.2161 0.8141 0.1 0.1 0.2
H -3.4430 1.4836 -0.6056 0.0 0.2 -0.2
O -3.5572 0.8307 0.1045 0.0 -0.2 0.0
```
Forces are in eV/Å.

Löwdin population analysis, charges in e, atoms 1 to 6: atom 1 (C): -0.1722, atom 2 (C): -0.3679, atom 3 (N): -0.0622, atom 4 (H): 0.0544, atom 5 (H): 0.0480, atom 6 (H): 0.0532

***

(2)
Formula: C2H4OS
Source: the Open Molecules 2025 dataset
Level of theory: ωB97M-V with the def2-TZVPD basis set

Summary:
- calculated total energy (eV) = -15019.6018
- Kohn-Sham gap (eV) = 9.6606
- energy relative to the best compared isomer or geometry (same formula, charge and spin) (kJ/mol) = 179.8
- highest occupied orbital energy (eV) = -8.90
- LUMO energy (eV) = 0.8

```
8
Properties=species:S:1:pos:R:3:forces:R:3
O -0.1838 -0.0507 -2.1825 0.0 0.8 0.0
C -0.0556 0.4870 -1.1320 0.0 -5.3 2.1
C -0.1169 -0.6085 0.3740 -2.2 2.3 -4.1
S -0.1013 0.3589 1.8108 -2.5 -0.9 1.3
H 0.1341 1.4940 -0.9140 0.2 2.0 0.3
H -1.1291 -1.0112 0.1933 -0.1 0.6 0.5
H 0.4052 -1.5013 0.1747 1.8 -0.6 0.2
H 1.0475 0.8318 1.6756 2.8 1.1 -0.2
```
Forces are in eV/Å.

Löwdin population analysis, charges in e, atoms 1 to 6: atom 1 (O): 0.0487, atom 2 (C): -0.1828, atom 3 (C): -0.5502, atom 4 (S): 0.7305, atom 5 (H): 0.0715, atom 6 (H): 0.0517

***

(3)
Formula: C20H17ClFN3O2
Source: the Open Molecules 2025 dataset
Level of theory: ωB97M-V with the def2-TZVPD basis set

Summary:
- calculated total energy (eV) = -44807.7328
- Kohn-Sham gap (eV) = 7.3904
- energy relative to the best compared isomer or geometry (same formula, charge and spin) (kJ/mol) = 1449.0
- highest occupied orbital energy (eV) = -8.95
- LUMO energy (eV) = -1.6

```
44
Properties=species:S:1:pos:R:3:forces:R:3
O 2.1975 0.4435 2.6717 -0.3 -0.4 -0.5
C 1.3574 -0.3972 2.3959 3.9 -0.8 10.1
N 0.9517 -1.3818 3.3679 16.0 8.1 3.2
C 1.6626 -1.3617 4.7204 2.9 -0.8 -4.7
C 1.0576 -1.2556 5.8312 -9.2 0.2 6.4
C 1.4500 -1.2895 7.2585 8.5 0.1 -12.2
C 2.7776 -1.3019 7.4455 3.3 -3.6 -4.7
C 3.6953 -1.6418 6.1484 -11.1 3.2 1.3
C 3.1074 -1.6109 4.9293 -0.5 0.9 -0.7
Cl 4.0544 -1.6943 3.5048 0.6 -0.6 -0.3
H 4.5740 -1.8273 6.3651 8.6 -1.7 1.5
F 3.4195 -1.6632 8.5696 -0.5 1.0 0.3
H 0.9839 -1.2318 8.0005 -8.4 0.7 10.5
H -0.2983 -1.2910 5.8221 4.2 0.4 -0.3
H 0.2398 -1.8092 3.3923 -12.6 -7.2 -0.1
C 0.5680 -0.5035 1.3988 -6.7 1.1 -14.9
C 0.4347 0.7233 0.5061 0.2 -4.2 3.6
C -0.3502 0.5506 -0.6009 -2.1 -3.6 -2.4
N -0.6086 1.5028 -1.5214 7.2 3.3 12.0
C -1.3175 1.5313 -2.4225 -3.6 -0.7 -10.2
N -1.6508 0.3023 -2.9969 -2.5 0.1 2.0
C -1.7073 -0.8887 -2.1469 -1.2 -1.3 -6.0
O -2.1701 -1.9548 -2.7358 1.6 3.6 3.3
C -0.9582 -0.7417 -0.9491 2.7 -3.6 1.1
C -0.4950 -2.1847 -0.4211 -1.1 9.4 2.0
C 0.0927 -1.8294 0.7734 1.5 1.6 1.4
H 0.4445 -2.5607 1.4057 0.6 -2.1 1.2
H -1.0355 -3.0074 -0.7216 -0.4 -2.0 -0.7
C -2.4923 0.3894 -4.1374 -1.0 -1.0 -2.0
C -1.6073 0.6696 -5.4631 -4.8 -4.8 2.0
C -1.3741 1.9645 -5.7560 -2.8 6.5 6.4
C -0.5010 2.7467 -4.6226 -5.1 1.8 0.8
H -0.5087 3.8202 -4.9052 0.4 -0.6 -0.2
H 0.4567 2.4354 -4.4272 2.3 -1.1 0.1
C -1.3535 2.8374 -3.2441 -2.2 -12.1 -10.0
H -1.1860 3.4443 -2.6400 3.3 10.2 9.1
H -2.3479 2.8796 -3.5687 -1.6 0.8 -0.6
H -0.9670 2.3107 -6.5235 4.0 1.4 -7.3
H -2.3427 2.5269 -5.8711 0.4 -0.1 0.7
H -2.1265 0.0627 -6.1913 0.0 0.2 -0.7
H -0.7095 0.2594 -5.3127 3.4 -2.5 0.9
H -3.4524 1.0635 -3.9914 2.1 -1.1 -0.4
H -2.8316 -0.6626 -4.2267 -0.2 0.8 -0.3
H 0.8668 1.6266 0.8898 0.1 0.4 -0.4
```
Forces are in eV/Å.

Löwdin population analysis, charges in e, atoms 1 to 6: atom 1 (O): 0.0750, atom 2 (C): -0.5333, atom 3 (N): 0.1859, atom 4 (C): -0.2261, atom 5 (C): -0.0431, atom 6 (C): 0.0168

***

(4)
Formula: C16H24BrN4O3S
Source: the Open Molecules 2025 dataset
Level of theory: ωB97M-V with the def2-TZVPD basis set

Summary:
- calculated total energy (eV) = -109948.7373
- Kohn-Sham gap (eV) = 8.5840
- highest occupied orbital energy (eV) = -12.05
- LUMO energy (eV) = -3.5
- net charge = +1

```
49
Properties=species:S:1:pos:R:3:forces:R:3
C 3.7648 1.0686 -0.8133 -0.7 -1.0 -0.6
C 2.3433 1.0862 -1.6091 1.1 0.7 -0.1
C 2.2212 2.3914 -2.5796 -0.1 -1.5 -0.4
C 1.1272 1.0309 -0.5574 0.0 1.8 0.1
N 0.1192 -0.0423 -0.8196 -0.6 -3.6 -0.6
C 0.5961 -1.3771 -0.9906 -2.3 1.1 0.2
N -0.4943 -2.2898 -1.2247 1.4 5.3 0.5
S -0.3166 -3.9984 -1.4903 0.4 0.0 -0.4
C -1.6754 -1.4448 -1.1851 0.2 2.2 0.4
Br -3.4571 -2.2177 -1.4789 2.2 0.7 0.3
C -1.3468 0.0321 -0.9011 1.1 -4.8 -0.6
C -2.2587 1.3252 -0.7190 1.3 0.0 -0.6
C -3.2914 1.6051 -1.9197 -1.0 0.4 1.0
O -3.5219 3.0561 -1.9217 0.6 -0.9 -0.7
C -4.7255 0.9590 -1.5212 0.1 1.0 0.1
N -5.3719 0.3621 -2.7356 -0.2 1.1 0.4
H 4.5166 0.5865 -1.5299 -0.8 1.0 1.0
H 4.1160 2.1067 -0.5032 -0.6 -1.5 -0.2
H 3.6629 0.3386 0.0745 0.4 1.5 -1.3
H 2.3876 0.1865 -2.3259 -0.5 1.1 1.3
H 1.4756 2.0718 -3.4053 0.9 1.0 1.3
H 3.2198 2.5493 -3.1349 -1.5 0.0 1.1
H 1.8709 3.3158 -2.0088 0.6 -1.2 -0.9
H 1.4795 0.9806 0.5440 -0.6 -0.1 -2.0
H 0.5577 2.0335 -0.6442 0.8 -1.7 0.2
H 1.7057 -1.6568 -0.9288 -2.1 0.4 -0.1
H 0.6720 -4.0501 -2.4903 -1.1 0.7 0.8
H -2.8271 1.3092 0.2692 0.9 -0.1 -1.3
H -1.5381 2.2286 -0.6944 -1.1 -1.5 0.1
H -2.9252 1.2970 -2.9549 -0.4 0.0 1.5
H -2.9787 3.4845 -2.6172 -0.4 -0.5 0.6
H -4.5902 0.2328 -0.6523 -0.3 0.6 -1.5
H -5.3915 1.8162 -1.1190 1.4 -1.1 -0.4
H -5.2631 1.0983 -3.4657 -0.2 -0.8 0.5
H -6.4018 0.3343 -2.5818 1.0 -0.1 -0.1
C 0.8002 -3.0291 4.6488 0.0 0.0 0.0
C 2.1342 -3.1049 4.2582 -0.2 0.2 -0.1
C 2.7301 -2.0330 3.6024 0.1 0.0 0.0
C 1.9798 -0.8859 3.3463 -0.4 -0.6 0.4
C 0.6413 -0.8068 3.7282 -0.1 0.1 0.0
C 0.0534 -1.8849 4.3811 0.2 0.0 -0.1
N 2.6094 0.2547 2.6786 0.4 0.2 0.1
O 3.7784 0.1431 2.3414 -0.7 0.1 0.2
O 1.9286 1.2598 2.4988 0.3 -0.4 0.1
H 0.3402 -3.8658 5.1658 0.1 0.1 -0.1
H 2.7107 -3.9996 4.4684 0.0 0.1 0.0
H 3.7702 -2.1047 3.3035 -0.1 0.2 0.0
H 0.0495 0.0801 3.5286 0.3 0.0 0.0
H -0.9866 -1.8329 4.6855 0.1 0.0 0.0
```
Forces are in eV/Å.

Löwdin population analysis, charges in e, atoms 1 to 6: atom 1 (C): -0.0752, atom 2 (C): -0.3548, atom 3 (C): -0.0867, atom 4 (C): -0.0983, atom 5 (N): -0.0286, atom 6 (C): -0.0266

***

(5)
Formula: C4HClN2
Source: the Open Molecules 2025 dataset
Level of theory: ωB97M-V with the def2-TZVPD basis set

Summary:
- calculated total energy (eV) = -19663.6259
- Kohn-Sham gap (eV) = 8.8817
- energy relative to the best compared isomer or geometry (same formula, charge and spin) (kJ/mol) = 77.8
- highest occupied orbital energy (eV) = -10.61
- LUMO energy (eV) = -1.7

```
8
Properties=species:S:1:pos:R:3:forces:R:3
N 0.2012 -0.8515 2.9194 1.1 2.2 -6.0
C 0.4342 -0.4644 1.7944 -0.2 -2.1 5.9
C 0.8088 -0.1041 0.4719 -6.2 0.1 -2.2
C -0.2491 0.0833 -0.4364 0.6 1.1 0.5
Cl -1.8458 0.2436 0.2026 -0.2 -0.3 0.0
C -0.3519 0.4525 -1.9012 -1.6 1.0 -5.9
N -0.6949 0.7223 -3.0658 2.7 -1.9 8.3
H 1.6973 -0.0817 0.0152 3.8 -0.1 -0.7
```
Forces are in eV/Å.

Löwdin population analysis, charges in e, atoms 1 to 6: atom 1 (N): 0.1686, atom 2 (C): -0.2407, atom 3 (C): -0.0853, atom 4 (C): -0.6035, atom 5 (Cl): 0.7403, atom 6 (C): -0.1925

***

(6)
Formula: C36H34N8O10
Source: the Open Molecules 2025 dataset
Level of theory: ωB97M-V with the def2-TZVPD basis set

Summary:
- calculated total energy (eV) = -70262.8434
- Kohn-Sham gap (eV) = 8.4054
- energy relative to the best compared isomer or geometry (same formula, charge and spin) (kJ/mol) = 171.8
- highest occupied orbital energy (eV) = -9.69
- LUMO energy (eV) = -1.3

```
88
Properties=species:S:1:pos:R:3:forces:R:3
O 27.3605 -4.1877 -7.2012 0.1 -0.8 -2.0
N 27.5518 -4.1377 -8.4238 0.7 1.7 0.0
O 27.7909 -3.0813 -9.0233 -0.4 -1.4 0.7
C 27.5776 -5.3612 -9.2849 -0.3 -0.3 -1.5
C 27.9758 -5.3149 -10.6685 0.4 -0.1 1.1
C 28.0416 -6.4951 -11.4422 0.0 1.9 1.1
C 27.6663 -7.6432 -10.8312 -0.7 -2.4 1.4
C 27.2056 -7.7172 -9.4981 -0.1 1.0 -0.8
C 27.1202 -6.5559 -8.7456 0.9 -0.2 0.3
H 28.3953 -4.4288 -11.1214 -0.3 0.3 0.3
H 28.4326 -6.4729 -12.4487 -0.1 0.1 0.0
H 27.7511 -8.6061 -11.3130 0.0 0.0 -0.4
H 26.8576 -8.6298 -9.0372 0.1 -0.2 -0.2
H 26.8752 -6.6530 -7.6983 -0.3 0.4 0.0
O 27.2281 -13.4072 -10.7436 0.3 0.8 -0.3
N 26.6520 -14.1980 -11.4522 -0.4 -1.2 1.6
O 25.9204 -15.0743 -10.9378 0.6 1.0 -1.9
C 26.9165 -14.1388 -12.8921 0.0 -1.0 -2.4
C 26.5176 -15.2534 -13.6936 -0.7 1.3 1.4
C 26.6959 -15.2678 -15.0672 -0.3 -0.7 1.4
C 27.3243 -14.2179 -15.6440 1.1 1.0 -1.1
C 27.7492 -13.1079 -14.9129 0.1 -0.1 0.8
C 27.5680 -13.0413 -13.5370 -1.5 -1.1 0.8
H 25.8965 -16.0117 -13.2401 0.4 -0.3 0.3
H 26.3416 -16.1282 -15.6155 0.1 0.1 -0.2
H 27.5233 -14.2884 -16.7031 0.0 0.3 -0.2
H 28.2712 -12.2584 -15.3280 -0.1 -0.1 -0.5
H 27.7338 -12.1138 -13.0093 0.4 -0.2 0.2
O 24.2721 -3.3961 -10.5182 -1.0 -1.3 0.1
N 23.1181 -3.8145 -10.3852 0.2 2.7 0.0
O 22.1870 -3.0204 -10.1494 0.9 -1.9 -0.3
C 22.8370 -5.2498 -10.5333 -0.6 0.1 0.1
C 21.5602 -5.7102 -10.2866 -0.3 0.5 1.1
C 21.3048 -7.0652 -10.3064 -0.6 -0.5 -0.5
C 22.2708 -7.9649 -10.7032 0.5 -0.1 0.8
C 23.5470 -7.4762 -10.8855 0.7 -1.0 -0.8
C 23.8282 -6.1516 -10.8377 0.9 1.5 0.0
H 20.8146 -5.0451 -9.8765 0.0 0.2 -0.3
H 20.3324 -7.4506 -10.0376 -0.2 0.2 0.0
H 22.1040 -9.0317 -10.6790 -0.1 0.0 -0.2
H 24.4076 -8.0894 -11.1090 -0.2 -0.5 0.0
H 24.8351 -5.8081 -11.0234 0.1 0.1 0.1
O 24.9910 -19.9955 -12.5178 -0.6 -1.2 -0.5
N 24.8026 -18.9537 -11.9476 1.6 0.4 -0.6
O 25.7200 -18.3134 -11.4617 -0.4 0.5 0.3
C 23.4773 -18.4029 -11.9105 -2.5 0.6 0.9
C 23.3222 -17.0412 -11.6163 0.9 -0.2 -0.4
C 22.0759 -16.5127 -11.3926 -0.5 -0.2 -0.3
C 20.9692 -17.3471 -11.4033 -0.7 -0.3 -0.1
C 21.0663 -18.7044 -11.6598 1.7 -0.3 -0.5
C 22.3400 -19.2347 -11.9871 0.2 0.6 0.5
H 24.1871 -16.3953 -11.6521 0.1 0.0 0.3
H 21.9173 -15.4526 -11.2604 0.2 0.1 0.0
H 19.9747 -16.9404 -11.2936 -0.1 0.2 0.3
H 20.2115 -19.3624 -11.6076 -0.1 0.1 -0.2
H 22.4827 -20.2715 -12.2538 -0.1 -0.1 0.1
O 24.9469 -4.1324 -4.6923 1.1 -1.6 0.5
N 25.6578 -5.0381 -4.2312 -0.4 1.7 0.9
O 26.3812 -4.8816 -3.2306 -0.9 -0.7 -1.8
C 25.5698 -6.3716 -4.8667 0.4 -1.3 0.5
C 24.6842 -6.6117 -5.8928 -0.4 1.4 -0.8
C 24.6004 -7.8269 -6.5382 -1.3 1.1 -0.6
C 25.3030 -8.8679 -6.0846 2.1 -2.4 1.4
C 26.1805 -8.7194 -5.0109 0.3 2.1 1.2
C 26.3258 -7.4521 -4.3756 -0.5 -0.2 -0.8
H 24.0723 -5.8201 -6.2994 0.1 0.3 0.2
H 23.9501 -7.9228 -7.3952 -0.1 -0.1 0.0
H 25.2830 -9.8761 -6.4713 -0.4 0.1 -0.6
H 26.7821 -9.5211 -4.6088 -0.1 -0.2 -0.2
H 26.9604 -7.2630 -3.5225 0.2 -0.2 0.0
C 27.5283 -13.6355 -5.0456 -0.1 0.4 -1.9
C 26.6408 -13.2738 -6.1873 -1.9 0.6 -0.8
N 25.9296 -12.9932 -7.0710 1.6 -0.6 1.8
H 27.7155 -14.6995 -5.1909 0.2 0.0 0.6
H 27.1836 -13.3450 -4.0531 -0.2 -0.2 -0.3
H 28.4165 -13.0662 -5.3192 0.4 -0.2 0.5
C 20.9109 -15.1314 -8.5157 -0.4 0.0 -1.1
C 20.6647 -14.8485 -7.1381 -0.4 0.1 2.9
N 20.4648 -14.6905 -6.0038 0.3 -0.1 -1.8
H 20.0500 -15.6407 -8.9486 0.0 -0.2 0.1
H 21.7808 -15.7737 -8.6527 0.1 0.3 0.0
H 20.9568 -14.1915 -9.0658 0.5 0.0 -0.1
C 23.8631 -12.6436 -9.5824 0.0 0.7 1.1
C 24.0551 -11.1780 -9.2408 0.0 -0.6 -0.4
N 24.3132 -10.0658 -9.0467 -0.4 -1.2 -0.1
H 23.7443 -13.2400 -8.6777 0.6 0.3 0.4
H 24.7678 -12.9860 -10.0847 -0.3 0.0 -0.1
H 22.9263 -12.9186 -10.0669 0.2 0.8 -0.8
```
Forces are in eV/Å.

Löwdin population analysis, charges in e, atoms 1 to 6: atom 1 (O): 0.0654, atom 2 (N): -0.3142, atom 3 (O): 0.0621, atom 4 (C): -0.1087, atom 5 (C): 0.0202, atom 6 (C): -0.0797

***

The highest calculated total energy belongs to which entry?
C2H11NO2

***

calculated total energy of number 1 (C2H11NO2)?
-7836.2451 eV